Record 1
Entry from OMol25: C37H45CoN11O2S2 as an isolated structure (ωB97M-V/def2-TZVPD).

Calculated values
**Gap between HOMO and LUMO (alpha / beta)**: 6.54 / 6.50 eV
**Largest force on an atom**: 0.8 eV/A

Structure (ORCA input):
```
! wB97M-V def2-TZVPD RIJCOSX def2/J DEFGRID3
* xyz 0 2
Co -0.0482 -0.0796 -0.0734
C -4.6850 -3.8254 4.1895
C -3.7699 -2.6692 3.8982
C -2.4008 -2.7697 4.1445
C -1.5436 -1.7298 3.8331
C -2.0560 -0.5672 3.2722
C -3.4118 -0.4409 3.0310
C -4.2596 -1.4947 3.3430
S -0.9839 0.8006 2.9296
O -1.7804 1.7818 2.2431
O -0.3950 1.1955 4.1865
N 0.1523 0.2807 1.9063
C 1.4353 -0.0288 2.3567
C 1.8667 -0.3044 3.6372
C 3.2257 -0.5574 3.9081
C 4.1772 -0.5303 2.9309
C 3.7798 -0.2587 1.6023
C 4.6869 -0.1903 0.5259
C 4.2285 0.0886 -0.7271
C 2.8489 0.2635 -0.9178
N 1.9686 0.1889 0.0524
C 2.4169 -0.0376 1.3200
H -4.4042 -4.3309 5.1134
H -4.6393 -4.5596 3.3825
H -5.7197 -3.4973 4.2780
H -2.0034 -3.6774 4.5831
H -0.4827 -1.8242 4.0190
H -3.7862 0.4707 2.5863
H -5.3206 -1.4021 3.1441
H 1.1690 -0.2812 4.4577
H 3.5115 -0.7621 4.9321
H 5.2219 -0.7074 3.1499
H 5.7421 -0.3502 0.7130
H 4.8963 0.1719 -1.5721
H 2.4849 0.4918 -1.9078
S 1.5385 3.4551 -1.2851
C 0.5063 4.3073 -0.2701
N 0.0756 3.9081 0.9341
C -0.9233 4.8148 1.4906
C -0.7553 6.0617 0.6021
N -0.0132 5.5245 -0.5300
H 0.0764 2.9270 1.1718
H -0.7129 5.0225 2.5386
H -1.9177 4.3790 1.4111
H -0.1890 6.8497 1.1057
H -1.7154 6.4674 0.2834
H 0.3731 6.0816 -1.2708
N -1.3286 -4.2730 -2.4860
C -0.4613 -5.0008 -1.7510
N -0.4709 -6.3417 -1.9143
N 0.3997 -4.5025 -0.8915
C 0.4061 -3.2030 -0.7234
N 0.4698 -2.0604 -0.5451
H -2.1434 -4.7364 -2.8528
H -1.5064 -3.3279 -2.1673
H -0.9041 -6.7487 -2.7234
H 0.2774 -6.8497 -1.4753
C -0.1482 1.1274 -4.9094
C -1.0069 0.0087 -4.3242
C -2.4189 0.0811 -4.8979
C -0.3907 -1.3617 -4.6391
N -1.1685 0.2393 -2.8853
N 0.0288 0.2853 -2.1271
H -0.1484 1.0690 -5.9978
H 0.8901 1.0628 -4.5784
H -0.5408 2.0996 -4.6094
H -2.3984 -0.0128 -5.9837
H -2.8821 1.0296 -4.6287
H -3.0386 -0.7260 -4.4996
H -0.2492 -1.4874 -5.7138
H -1.0487 -2.1609 -4.2910
H 0.5890 -1.4933 -4.1721
H -1.7739 -0.4468 -2.4476
H 0.4333 1.2200 -2.2131
H 0.6994 -0.4014 -2.4694
C -3.9715 -3.9801 -0.3657
C -4.3115 -2.9581 -1.2451
C -3.6613 -1.7345 -1.2015
C -2.6547 -1.4667 -0.2486
C -2.2958 -2.5308 0.5955
C -2.9424 -3.7527 0.5424
N -2.0192 -0.2396 -0.1417
C -2.7919 0.9137 -0.3041
C -4.1541 0.9667 0.0376
C -4.8924 2.1296 -0.1007
C -4.3046 3.2948 -0.5727
C -2.9499 3.2690 -0.8786
C -2.2085 2.1108 -0.7374
H -4.4961 -4.9263 -0.3850
H -5.1065 -3.1056 -1.9674
H -3.9797 -0.9413 -1.8678
H -1.5258 -2.3578 1.3356
H -2.6517 -4.5295 1.2403
H -4.6362 0.0814 0.4304
H -5.9397 2.1247 0.1773
H -4.8842 4.2007 -0.6922
H -2.4584 4.1618 -1.2476
H -1.1513 2.1396 -0.9701
*
```



Record 2
Entry from OMol25: C37H45F6Zr as an isolated structure at a distorted geometry (ωB97M-V/def2-TZVPD).

Calculated values
**Gap between HOMO and LUMO**: 4.94 eV
**Largest force on an atom**: 2.6 eV/A

Structure (ORCA input):
```
! wB97M-V def2-TZVPD RIJCOSX def2/J DEFGRID3
* xyz -1 1
C -1.5527 -3.0769 0.1703
C -1.5173 -2.3083 1.4531
C -2.5555 -1.4259 1.9093
C -3.8302 -1.1532 1.1963
C -2.3343 -1.1431 3.2914
C -3.2900 -0.4115 4.1566
C -1.1935 -1.8805 3.7176
C -0.8836 -2.2642 5.1088
C -0.6066 -2.5187 2.5615
C 0.4542 -3.5669 2.6115
Zr -0.0411 -0.3665 1.4967
C 1.1129 -1.1899 -0.1871
C -1.3173 0.8363 0.1723
C 1.2395 1.6525 1.8513
C 1.5121 2.4171 0.5940
C 0.2124 1.9135 2.8235
C -0.7396 3.0549 2.7846
C 0.4400 1.0691 3.9558
C -0.1825 1.2947 5.2836
C 1.5447 0.2123 3.6597
C 2.2725 -0.6659 4.6115
C 2.0687 0.5859 2.3681
C 3.4392 0.2309 1.8912
H -2.5378 -3.5476 0.0440
H -1.3911 -2.4315 -0.7045
H -0.7921 -3.8672 0.1489
H -4.6450 -1.7712 1.6086
H -4.1309 -0.1017 1.3090
H -3.7519 -1.3870 0.1250
H -3.9584 -1.1130 4.6850
H -2.7882 0.2115 4.9097
H -3.9181 0.2511 3.5467
H -1.4702 -3.1483 5.4092
H 0.1745 -2.5351 5.2202
H 0.1672 0.5692 6.0290
H 0.0176 -4.5510 2.8583
H 0.9750 -3.6781 1.6501
H 1.2209 -3.3429 3.3677
H 2.1167 -0.7456 -0.2789
H 1.2862 -2.2722 -0.0713
H 0.6056 -1.0586 -1.1579
H -1.4795 1.8973 0.3891
H -0.8121 0.8142 -0.8114
H -2.3254 0.4263 0.0092
H 2.4717 2.9518 0.6580
H 1.5746 1.7591 -0.2864
H 0.7287 3.1556 0.3922
H -0.2109 4.0054 2.6108
H -1.4737 2.9459 1.9788
H -1.2950 3.1291 3.7245
H 0.0608 2.3015 5.6538
H -1.2765 1.2300 5.2496
H -1.1198 -1.4597 5.8146
H 3.2736 -0.2631 4.8294
H 1.7320 -0.7734 5.5626
H 2.4201 -1.6741 4.1923
H 4.2029 0.7570 2.4856
H 3.6329 -0.8450 1.9924
H 3.5834 0.5111 0.8415
F -1.2472 5.2639 -1.6112
C -2.2849 4.4667 -2.0198
F -3.0140 4.1700 -0.8988
F -3.0836 5.2345 -2.8264
C -1.7969 3.2355 -2.7164
C -2.5265 2.0502 -2.6603
C -1.9971 0.8998 -3.2176
C -0.7333 0.8976 -3.8975
C -0.2452 -0.3433 -4.4020
C 0.8907 -0.6072 -5.2210
C 1.8437 0.3600 -5.6548
C 2.9265 0.0273 -6.4471
C 3.1038 -1.2900 -6.8468
C 4.2855 -1.6031 -7.7127
F 4.6847 -2.9025 -7.5997
F 4.0045 -1.3796 -9.0392
F 5.3660 -0.8201 -7.4008
C 2.1926 -2.2818 -6.4803
C 1.1136 -1.9487 -5.6805
C -0.0724 2.1576 -3.9765
C -0.5951 3.3050 -3.4087
H -3.4808 2.0304 -2.1393
H -2.5428 -0.0394 -3.1257
H -0.8667 -1.2141 -4.1737
H 1.7582 1.4006 -5.3854
H 3.6299 0.7982 -6.7472
H 2.3413 -3.3022 -6.8222
H 0.4027 -2.7223 -5.3919
H 0.8824 2.2664 -4.4676
H -0.0594 4.2449 -3.4954
*
```